(1)
The following is a DFT calculation (ωB97M-V/def2-TZVPD) of C42H33AsCoI2N2OP as an isolated structure.

CARTESIAN COORDINATES (ANGSTROEM)
C  0.639  4.387  3.358
H  1.700  6.021  2.492
C  3.075  1.791  1.177
H  1.646  3.395  -3.540
C  1.513  -2.059  4.435
C  0.717  3.071  -1.634
H  -2.388  -2.939  -6.016
C  3.430  4.601  0.869
C  1.317  2.660  -2.816
I  3.735  6.636  0.563
H  -0.019  4.999  3.958
H  -2.421  1.177  -3.631
C  2.273  2.735  1.902
P  -0.027  -0.383  0.347
H  0.567  4.125  -1.435
C  -3.067  -1.955  -4.234
C  -3.957  -1.039  -3.684
H  -2.198  0.441  0.189
N  1.278  -1.158  3.773
H  -0.262  2.522  3.990
C  -1.817  -0.578  0.062
N  1.289  2.199  2.690
C  0.022  -3.159  0.242
H  -5.577  0.314  -4.108
C  1.491  1.306  -3.074
C  1.975  -3.081  6.611
H  1.894  -4.489  3.502
C  -3.938  3.470  -0.916
C  -3.673  1.271  -1.881
Co  1.226  0.196  2.275
H  3.814  -3.394  -0.423
C  -3.085  -2.223  -5.599
H  -0.160  2.457  0.219
C  0.768  -1.992  0.060
I  5.110  1.019  -0.878
C  2.748  -3.333  -0.240
H  -1.524  -0.677  -2.085
C  0.314  2.127  -0.701
H  -1.044  -3.106  0.432
H  4.913  4.060  -0.551
C  -2.565  3.173  -2.868
C  1.592  4.945  2.549
H  1.950  0.984  -4.001
C  2.443  4.128  1.775
C  2.325  -5.541  5.332
C  -2.169  -1.117  -1.322
C  0.510  0.767  -0.943
H  1.838  -2.121  7.093
C  -4.888  -0.664  -5.880
C  -3.111  4.003  -1.894
C  2.007  -4.426  4.578
H  -4.377  4.114  -0.165
H  2.741  -1.190  -0.266
C  0.634  -4.401  0.169
H  2.476  -5.459  -0.142
O  2.856  0.504  1.337
H  -2.900  5.065  -1.906
H  -2.045  -2.199  -1.359
H  1.236  -0.692  -2.350
H  0.043  -5.300  0.293
H  -1.926  3.588  -3.638
C  4.003  2.313  0.303
C  -3.992  -1.576  -6.423
H  2.465  -6.498  4.847
H  -4.006  -1.784  -7.486
H  2.717  -6.306  7.293
C  2.141  -2.086  -0.168
H  -5.602  -0.156  -6.518
H  -2.259  -1.170  0.865
C  0.506  2.994  3.389
C  -4.220  2.107  -0.914
As  -4.037  -0.648  -1.777
C  2.293  -4.208  7.348
C  1.086  0.361  -2.144
H  -2.348  -2.474  -3.610
C  1.999  -4.489  -0.076
C  2.467  -5.429  6.709
C  4.176  3.705  0.156
H  -4.882  1.698  -0.158
C  -2.841  1.815  -2.859
C  1.834  -3.204  5.230
H  2.408  -4.136  8.421
C  -4.873  -0.402  -4.519

Computed properties:
LUMO energy (alpha / beta): -2.70 / -3.16 eV
Maximum force: 0.57 eV/Å
Highest occupied orbital energy (alpha / beta): -10.0 / -10.1 eV
Total charge: +1
Spin multiplicity: 4
Molar mass: 1000.4 g/mol
Energy relative to the best compared isomer or geometry (same formula, charge and spin): 0.000 eV
Gap between HOMO and LUMO (alpha / beta): 7.303 / 6.938 eV

(2)
The following is a DFT calculation (ωB97M-V/def2-TZVPD) of C42H33AuO3P2S as an isolated structure.

CARTESIAN COORDINATES (ANGSTROEM)
C  -1.784  1.710  1.442
Au  -0.632  -0.021  1.209
H  4.466  -2.578  5.852
H  -2.369  0.169  -4.609
H  -2.601  -2.988  -2.495
H  -2.986  -4.575  1.468
C  2.568  -2.984  -1.000
H  -2.144  -0.854  -6.830
C  -1.915  -2.725  1.313
C  -1.562  2.848  0.684
C  -3.128  2.971  -2.632
C  -1.595  -1.270  -5.994
C  3.893  -1.400  2.726
C  -2.412  0.738  -2.026
H  2.560  0.868  -1.180
H  -2.912  3.931  -3.086
C  -1.669  -1.827  -0.948
O  0.319  0.249  5.754
H  2.011  -2.754  1.052
C  3.906  1.828  1.036
H  0.543  -3.776  -5.226
H  3.118  -2.919  -3.076
C  -1.029  -1.207  -3.644
C  -4.371  2.735  -2.055
C  4.502  3.076  0.932
C  2.279  -2.240  0.135
H  2.205  -1.575  6.201
H  -3.876  -0.441  -0.984
C  -2.792  1.637  2.394
C  -3.597  2.753  2.591
C  4.549  -2.019  3.783
C  -3.389  3.908  1.847
H  4.368  -1.367  1.753
P  1.786  0.086  1.589
C  -0.786  -2.380  -6.178
C  2.573  1.718  1.431
C  -0.206  -2.320  -3.845
H  -4.383  2.717  3.336
H  -1.716  -2.646  2.376
C  -3.661  0.510  -1.457
H  5.539  3.151  0.634
H  5.535  -2.438  3.626
C  -0.091  -2.907  -5.095
O  -0.517  -1.055  3.834
H  -0.787  2.881  -0.074
C  -2.624  -3.804  0.799
C  2.886  -0.955  -2.247
P  -1.015  -0.447  -1.968
C  2.887  -2.341  -2.190
C  -2.376  3.955  0.897
H  0.825  2.789  2.062
H  1.866  5.007  1.829
C  -2.867  -3.892  -0.567
H  2.538  -4.065  -0.955
C  -4.632  1.507  -1.464
H  -4.018  4.774  2.007
C  2.637  -0.840  2.919
H  -5.593  1.321  -1.001
C  -2.154  1.985  -2.599
C  3.767  4.224  1.207
S  0.468  -0.139  4.381
H  4.232  5.198  1.122
H  -3.433  -4.728  -0.961
O  0.706  1.005  3.458
C  2.048  -0.926  4.178
C  2.321  -0.844  0.102
H  3.091  -0.450  -3.182
C  -1.446  -1.758  0.430
C  1.847  2.870  1.720
H  4.489  0.943  0.810
H  -2.945  0.742  2.986
H  -5.128  3.510  -2.056
H  -2.219  4.851  0.309
C  -1.717  -0.687  -4.736
C  -2.400  -2.910  -1.434
C  2.589  -0.212  -1.112
C  2.441  4.119  1.599
H  -0.698  -2.835  -7.157
C  3.949  -2.097  5.032
C  2.688  -1.546  5.233
H  -1.170  2.190  -3.013
H  0.348  -2.733  -3.010

Computed properties:
LUMO energy (alpha / beta): 0.47 / -2.33 eV
Maximum force: 0.60 eV/Å
Highest occupied orbital energy (alpha / beta): -7.8 / -8.0 eV
Spin multiplicity: 3
Molar mass: 876.7 g/mol
Energy relative to the best compared isomer or geometry (same formula, charge and spin): 0.169 eV
Gap between HOMO and LUMO (alpha / beta): 8.289 / 5.679 eV

(3)
The following is a DFT calculation (ωB97M-V/def2-TZVPD) of C42H34BrI2N4O5TeTl as an isolated structure.

CARTESIAN COORDINATES (ANGSTROEM)
H  -3.727  -7.480  3.078
Br  3.877  -5.357  1.255
H  6.239  4.555  -1.404
Te  2.463  1.968  -3.423
C  -1.062  -2.729  -5.954
C  4.234  -2.589  0.428
H  7.783  -2.548  2.182
H  2.192  1.152  -0.931
C  -3.297  -6.755  2.365
H  -0.552  -3.670  -5.963
N  -1.756  -3.984  -1.546
C  -3.208  -6.994  1.043
C  -2.430  -1.034  -4.725
C  6.354  -1.379  0.978
H  -1.078  -2.576  -8.110
C  -2.703  5.293  -1.562
H  6.944  -0.544  0.823
H  5.167  2.311  -3.049
C  -1.148  1.094  2.825
C  5.041  -1.425  0.426
H  1.119  2.558  -1.209
H  -2.484  6.273  -1.856
C  4.217  3.999  1.302
Tl  -1.636  -0.680  -1.348
H  -1.346  1.801  6.625
H  -3.079  0.609  -5.928
H  -1.758  4.535  2.660
H  6.405  -4.513  2.176
H  -0.732  -4.009  -3.770
C  2.131  2.155  -1.258
N  -0.711  0.502  5.204
C  -3.593  4.581  -2.379
C  -1.295  -3.061  -3.621
O  -3.147  4.520  4.196
O  -2.916  -6.296  -1.147
C  -3.676  2.878  -0.754
C  -1.898  3.435  2.358
C  -2.221  4.758  -0.398
C  -1.700  2.686  4.694
H  4.495  3.895  -3.603
H  6.076  4.996  1.110
C  -1.880  -3.687  -0.236
H  0.696  -1.012  2.909
C  -0.299  -1.149  3.418
H  -2.645  -5.420  -1.544
C  4.794  -3.717  1.056
C  4.361  3.430  -1.377
H  -1.613  4.559  5.655
O  -1.657  -2.558  0.315
C  -2.745  3.559  0.120
O  -1.147  0.735  1.650
N  -1.763  -2.947  -2.375
I  -4.641  1.225  0.009
C  -2.384  3.864  5.257
H  -4.925  2.905  -2.440
C  -2.494  -0.299  -6.006
H  -2.986  3.522  6.169
H  -3.800  5.000  -3.321
C  -2.697  -6.064  0.132
C  -2.637  -5.629  2.848
H  -3.607  -7.894  0.592
C  3.190  3.270  0.767
C  6.007  -3.644  1.694
H  -0.151  -1.898  4.154
H  -1.013  -1.500  2.686
O  -3.012  -0.620  -3.705
H  -3.962  4.880  4.586
C  -1.525  2.477  3.303
C  -1.336  -2.098  -7.151
C  5.312  4.459  0.563
H  -2.575  -5.479  3.906
C  -0.729  0.159  3.926
C  -4.123  3.387  -1.951
C  4.383  3.097  -2.873
C  -1.988  -0.843  -7.142
H  -2.001  -3.597  2.378
C  3.242  2.985  -0.608
I  2.335  -2.626  -0.471
H  -1.401  5.297  0.137
H  4.236  4.177  2.348
C  -2.242  -4.607  2.048
C  -1.587  -2.208  -4.767
H  2.429  2.870  1.398
H  -1.989  -0.329  -8.082
C  -2.244  -4.832  0.643
C  -1.264  1.652  5.571
C  5.394  4.188  -0.793
H  4.765  -0.498  -0.127
C  6.823  -2.492  1.679
N  -2.489  3.017  1.264

Computed properties:
LUMO energy: 3.28 eV
Maximum force: 4.30 eV/Å
Highest occupied orbital energy: -1.8 eV
Total charge: -2
Molar mass: 1340.5 g/mol
Energy relative to the best compared isomer or geometry (same formula, charge and spin): 0.080 eV
Gap between HOMO and LUMO: 5.046 eV

(4)
The following is a DFT calculation (ωB97M-V/def2-TZVPD) of C42H34N3O4PdTe as an isolated structure.

CARTESIAN COORDINATES (ANGSTROEM)
H  -1.385  -4.625  -1.643
C  1.475  -1.823  -1.648
H  -4.728  0.925  -4.275
C  0.150  -2.400  -1.748
C  -1.206  4.905  0.262
H  4.834  -0.059  -1.288
C  -0.566  1.386  2.556
C  -3.511  -4.523  -1.395
H  2.035  -3.957  4.620
H  -2.656  5.094  4.850
C  -0.972  1.646  -1.739
C  -5.332  4.240  -4.603
C  2.524  -2.219  -2.471
H  -2.933  3.836  2.216
H  -6.587  2.541  -4.216
H  -4.358  5.132  -1.956
H  -3.069  7.175  -1.418
H  -5.209  -1.834  -0.205
H  -1.390  2.098  5.788
C  -0.875  -3.078  3.138
C  -3.234  2.424  -4.653
C  -3.467  5.070  -1.346
C  -0.925  -1.737  3.506
C  -3.048  3.839  -0.870
O  0.617  0.502  5.811
O  -6.913  -3.927  -0.251
C  -1.618  6.131  -0.235
C  -4.383  -2.465  -0.510
C  0.118  -1.182  4.253
C  -2.221  3.133  4.095
C  -2.989  3.773  -4.877
N  1.638  -0.855  -0.726
H  -2.933  -0.929  -0.126
H  4.572  -1.854  -2.993
H  -3.100  3.786  5.947
H  -1.834  -1.165  3.337
C  0.098  0.236  4.751
H  2.373  -3.020  -3.183
H  -1.062  7.025  0.015
C  2.815  -0.267  -0.589
C  -4.040  4.679  -4.852
C  -1.808  0.666  -2.547
H  -6.151  4.948  -4.585
C  -5.577  2.890  -4.389
C  -1.912  3.752  -0.066
C  3.746  -1.580  -2.351
H  -2.864  0.764  -2.298
H  -0.096  -3.011  -2.615
C  -3.064  4.082  4.901
H  -3.846  5.728  -5.033
H  -3.615  2.946  -1.107
C  3.898  -0.586  -1.398
H  -1.982  4.115  -5.079
H  -1.491  -0.356  -2.362
Te  -1.622  1.025  -4.668
C  1.164  -1.998  4.666
H  1.928  -1.571  5.301
H  -0.330  4.832  0.895
H  -6.590  -3.252  0.354
C  -1.483  2.432  0.477
C  -2.230  -4.010  -1.361
C  -2.252  3.157  2.714
H  0.090  1.473  -1.941
C  -4.596  -3.763  -0.968
Pd  -0.323  -0.513  0.386
H  -3.702  -5.524  -1.757
C  -0.643  1.288  3.981
C  -4.530  1.980  -4.419
C  -5.953  -4.403  -1.059
C  -2.020  -2.702  -0.918
C  -2.747  6.215  -1.037
O  -6.174  -5.303  -1.814
N  -0.734  -2.133  -0.858
C  1.222  -3.330  4.279
H  -1.217  2.665  -2.032
O  0.347  0.746  1.891
C  0.214  -3.866  3.497
H  -4.081  4.116  4.511
H  -1.734  -3.537  2.670
C  -1.408  2.180  4.707
H  2.882  0.496  0.178
H  0.252  -4.904  3.192
C  -3.105  -1.942  -0.479
N  -1.166  1.448  -0.301
C  -1.455  2.316  1.930

Computed properties:
LUMO energy (alpha / beta): -4.37 / -4.99 eV
Maximum force: 1.64 eV/Å
Highest occupied orbital energy (alpha / beta): -10.3 / -10.3 eV
Total charge: +1
Spin multiplicity: 3
Molar mass: 878.8 g/mol
Energy relative to the best compared isomer or geometry (same formula, charge and spin): 1.021 eV
Gap between HOMO and LUMO (alpha / beta): 5.930 / 5.358 eV

(5)
The following is a DFT calculation (ωB97M-V/def2-TZVPD) of C42H35BrCl2N5O4Ru as an isolated structure.

CARTESIAN COORDINATES (ANGSTROEM)
O  -0.015  1.984  0.954
N  -2.278  1.537  -0.673
H  2.892  5.132  3.271
C  -1.858  -4.912  -0.232
H  -0.575  0.522  -5.568
C  -0.862  -1.269  3.402
H  -2.240  -2.848  5.019
H  -3.207  4.358  -2.075
C  -2.299  2.373  -1.722
H  -0.552  -0.868  2.443
H  3.152  0.253  2.505
H  -4.023  4.094  0.492
C  2.943  4.064  3.103
H  -3.739  1.848  2.344
H  -0.421  -2.266  3.491
H  -0.538  -0.712  5.483
C  -2.361  -1.396  3.462
C  4.526  0.011  -2.871
H  6.765  0.985  -0.497
C  -3.151  1.418  1.535
C  4.030  3.351  3.588
Ru  -0.883  0.047  0.038
C  5.054  0.478  -1.662
C  1.140  0.134  -4.364
C  -0.016  -0.751  -2.363
N  -2.672  0.211  1.643
N  1.431  -6.107  -0.033
C  3.100  1.318  2.684
C  0.549  -5.372  -0.016
C  -5.632  -0.122  1.835
C  -3.215  -0.638  2.646
H  -4.685  -0.168  -0.136
N  -1.358  -2.245  0.303
H  -3.369  -1.915  0.108
C  0.951  1.344  1.441
H  2.692  3.232  -6.080
H  0.778  -0.253  4.392
H  3.976  2.002  -4.385
C  1.936  3.418  2.406
H  -5.611  -1.631  0.277
C  0.969  1.965  -5.934
H  -6.618  -0.374  2.231
H  -2.036  -5.957  -0.444
C  -2.599  -2.672  0.073
C  -0.352  -3.115  0.270
C  2.435  0.556  -4.019
H  -6.187  -1.802  3.778
H  -3.915  -4.299  -0.369
H  -4.694  -3.102  5.247
H  -0.738  0.655  4.390
O  0.794  -0.460  -1.422
C  -3.012  3.533  -1.409
C  7.295  0.331  -2.481
C  2.979  1.674  -4.647
H  -5.578  0.965  1.893
C  2.252  2.367  -5.601
H  2.626  -0.337  -2.202
H  1.293  -1.866  -3.609
H  4.822  3.852  4.128
O  1.018  0.093  1.268
H  8.359  0.456  -2.333
Br  5.590  1.009  4.011
C  -5.579  -0.542  0.367
H  0.641  -2.724  0.458
C  -0.305  -0.345  4.483
C  0.424  0.853  -5.311
H  -6.440  -0.142  -0.170
C  -2.911  -2.273  4.391
O  -1.251  -0.703  -2.138
H  7.483  -0.388  -4.503
C  2.019  2.046  2.200
C  5.453  -0.307  -3.872
C  -0.561  -4.463  0.006
C  -2.957  2.158  0.349
Cl  3.966  0.870  -0.364
Cl  4.887  -0.958  -5.376
C  -3.431  3.399  -0.083
C  -2.893  -3.998  -0.192
H  1.086  3.956  2.009
C  4.098  1.983  3.370
H  0.398  2.507  -6.676
N  3.155  -0.178  -3.054
C  -4.615  -0.796  2.743
H  -0.282  -1.476  -4.341
H  -1.806  2.109  -2.647
C  -5.114  -1.681  3.695
C  6.414  0.627  -1.455
C  -4.279  -2.417  4.520
C  0.528  -1.094  -3.725
C  6.814  -0.134  -3.694

Computed properties:
LUMO energy (alpha / beta): -0.54 / -1.57 eV
Maximum force: 0.48 eV/Å
Highest occupied orbital energy (alpha / beta): -7.9 / -7.8 eV
Spin multiplicity: 6
Molar mass: 925.7 g/mol
Energy relative to the best compared isomer or geometry (same formula, charge and spin): 0.000 eV
Gap between HOMO and LUMO (alpha / beta): 7.331 / 6.261 eV

Which formula does entry 2 have?
C42H33AuO3P2S

Which of these has the lowest maximum force?
C42H35BrCl2N5O4Ru

molar mass of number 3 (C42H34BrI2N4O5TeTl)?
1340.5 g/mol

Among the records above, which one has the highest energy relative to the best compared isomer or geometry (same formula, charge and spin)?
C42H34N3O4PdTe